(1)
The following is a DFT calculation (the ωB97M-V functional and the def2-TZVPD basis) of a 10-piece molecular cluster, C7H34N14O10 overall in a non-equilibrium geometry.

charge: -1
energy above the lowest of the compared OMol25 structures with the same formula, charge and spin: 0.0 kJ/mol
2S+1: 2

Each line ends with the Löwdin charge.
Element x y z (Å)
O -9.1043 -3.9845 -19.2011  -0.073
H -9.1558 -3.7855 -20.1360  0.014
H -8.6171 -4.8073 -19.1574  -0.001
O -11.8128 -2.7675 -18.8257  -0.063
H -11.4223 -3.4394 -19.3846  -0.015
H -12.1164 -3.2446 -18.0533  0.045
O -6.7380 -1.1958 -20.6585  -0.059
H -7.4488 -0.5575 -20.5990  0.027
H -7.1563 -1.9909 -20.9887  -0.026
C -9.2003 -7.6033 -19.9549  -0.830
O -8.8388 -6.6889 -19.1824  -0.032
N -8.5621 -8.6906 -20.1273  0.183
N -10.2419 -7.5069 -20.6336  0.180
H -8.7861 -9.3743 -20.8362  0.094
H -7.5925 -8.6470 -19.8480  0.093
H -10.5927 -8.3924 -20.9696  0.070
H -10.6370 -6.6136 -20.8906  0.072
C -9.1509 -0.2014 -18.2663  -0.827
O -8.7335 0.8822 -17.8889  -0.006
N -10.1177 -0.3606 -19.1171  0.176
N -8.7646 -1.2724 -17.6985  0.190
H -10.5165 -1.2885 -19.1062  0.057
H -10.5662 0.3512 -19.6759  0.114
H -8.1247 -1.2482 -16.9174  0.082
H -9.0256 -2.1850 -18.0438  0.052
C -6.7408 -3.4295 -15.8382  -0.756
O -7.0467 -2.2607 -15.6152  0.004
N -6.4407 -4.2082 -14.8429  0.167
N -6.5796 -4.0101 -17.0112  0.191
H -6.2323 -5.1143 -15.2374  0.100
H -6.5599 -3.9783 -13.8667  0.129
H -6.7957 -3.6707 -17.9376  0.105
H -6.2280 -4.9436 -16.8533  0.091
C -10.5084 -4.7736 -15.9661  -0.877
O -11.1046 -4.9305 -14.9679  0.057
N -10.5107 -5.6515 -16.9260  0.182
N -10.0689 -3.6679 -16.3900  0.183
H -10.6285 -6.5938 -16.5818  0.113
H -10.1130 -5.5579 -17.8496  0.061
H -10.3676 -2.8490 -15.8798  0.137
H -9.8014 -3.6961 -17.3636  0.048
C -4.8016 -7.1623 -19.7064  -0.768
O -5.3077 -8.1889 -19.2328  -0.014
N -3.5864 -7.0596 -20.1455  0.167
N -5.4900 -6.0369 -19.5715  0.170
H -3.0693 -7.9207 -20.0395  0.122
H -3.2587 -6.1782 -20.5140  0.112
H -6.4762 -6.1233 -19.3715  0.080
H -5.1745 -5.1637 -19.9691  0.105
C -8.1803 -3.2634 -23.0651  -0.834
O -8.2883 -3.3930 -21.8495  -0.004
N -7.5059 -2.2819 -23.5356  0.160
N -8.8272 -3.8301 -24.0112  0.144
H -7.3688 -2.3143 -24.5358  0.097
H -7.1213 -1.5570 -22.9468  0.105
H -8.4601 -3.7122 -24.9447  0.084
H -9.5820 -4.4762 -23.8295  0.069
C -12.8560 -5.1718 -20.8727  -0.878
O -11.7650 -4.7195 -20.6566  0.003
N -13.0815 -6.2870 -21.5112  0.132
N -13.9402 -4.6810 -20.4528  0.177
H -12.2361 -6.6716 -21.9079  0.030
H -14.0021 -6.6356 -21.7373  0.073
H -14.7911 -5.1468 -20.7341  0.099
H -13.8954 -3.7197 -20.1460  0.120


(2)
The following is a DFT calculation (the ωB97M-V functional and the def2-TZVPD basis) of a 10-piece molecular cluster, C7H34N14O10 overall in a non-equilibrium geometry.

charge: 0
energy above the lowest of the compared OMol25 structures with the same formula, charge and spin: 449.5 kJ/mol
SMILES string: NC(N)=O.NC(N)=O.NC(N)=O.NC(N)=O.NC(N)=O.NC(N)=O.NC(N)=O.O.O.O

Each line ends with the Löwdin charge.
Element x y z (Å)
O -1.4629 -2.0668 1.2834  -0.057
H -1.4540 -2.9403 0.8920  0.034
H -0.5640 -1.7519 1.1877  -0.037
O 2.8793 0.1557 -3.9516  -0.036
H 3.8223 0.3079 -4.0135  0.047
H 2.7670 -0.7607 -4.2044  0.040
O 1.1691 2.9974 -0.1655  -0.031
H 1.2072 3.8024 -0.6818  0.051
H 1.4246 3.2660 0.7170  0.062
C 2.3042 -5.5763 -0.1641  -0.747
O 1.9795 -4.4540 0.0674  0.045
N 3.4994 -5.8966 -0.5444  0.162
N 1.6331 -6.7047 0.0491  0.170
H 4.1213 -5.1008 -0.5427  0.125
H 3.8283 -6.8365 -0.7135  0.117
H 1.9701 -7.6085 -0.2504  0.107
H 0.7862 -6.6852 0.5991  0.121
C 1.0534 2.0145 3.6769  -0.771
O 2.1232 2.1238 3.0536  -0.010
N 0.0854 1.2806 3.1782  0.173
N 0.6485 2.7143 4.6673  0.178
H -0.8028 1.1315 3.6352  0.118
H 0.2532 0.8923 2.2610  0.068
H -0.3291 2.6584 4.9146  0.119
H 1.3644 3.0619 5.2892  0.125
C -3.6260 0.0002 -0.9122  -0.713
O -3.6595 1.1371 -0.4907  0.023
N -2.5231 -0.5858 -1.1885  0.203
N -4.7359 -0.6664 -1.2996  0.166
H -1.6708 -0.2074 -0.8006  0.099
H -2.5680 -1.5694 -1.4133  0.116
H -4.5656 -1.6375 -1.5189  0.096
H -5.6816 -0.3135 -1.3347  0.114
C -2.4679 3.8470 1.1643  -0.768
O -1.7726 4.5076 1.9346  -0.007
N -2.0957 3.1719 0.1360  0.163
N -3.7854 3.6444 1.2807  0.144
H -2.6225 2.3499 -0.1228  0.034
H -1.1448 3.3309 -0.1651  0.086
H -4.2889 3.9531 2.1000  0.104
H -4.3048 3.2907 0.4900  0.092
C 1.0015 -3.1686 3.0980  -0.744
O 1.0300 -4.4150 3.2317  -0.022
N 0.4179 -2.2659 3.8292  0.177
N 1.4880 -2.5966 2.0351  0.143
H 0.5549 -1.3257 3.4867  0.084
H 0.1466 -2.4137 4.7908  0.121
H 1.7891 -3.1015 1.2138  0.049
H 1.7501 -1.6214 2.0557  0.103
C -0.1661 3.4036 -4.6260  -0.867
O -0.5953 2.5865 -5.3415  0.101
N 0.7093 3.1702 -3.7616  0.167
N -0.5288 4.6550 -4.4821  0.163
H 1.1578 3.8260 -3.1379  0.110
H 1.2683 2.3336 -3.8499  0.102
H -1.3181 4.9879 -5.0172  0.118
H -0.1501 5.2535 -3.7621  0.107
C 0.8322 -0.3914 -0.5413  -0.759
O 0.5236 -0.3255 0.6564  -0.025
N 0.8618 0.5886 -1.3174  0.209
N 1.2472 -1.5166 -1.0770  0.207
H 1.2467 0.5801 -2.2511  0.094
H 0.9761 1.4283 -0.7679  0.064
H 1.2579 -2.3999 -0.5874  0.073
H 1.7058 -1.5487 -1.9763  0.101


(3)
The following is a DFT calculation (the ωB97M-V functional and the def2-TZVPD basis) of C7H3AsCl3GeMnN2O6S4 as an isolated structure in a non-equilibrium geometry.

charge: +3
2S+1: 2

Each line ends with the Löwdin charge.
Element x y z (Å)
Mn -2.4290 -0.1178 0.9241  -0.109
S -3.1987 4.9150 1.5792  0.332
As -4.7139 3.2223 1.6849  0.598
S -2.7891 -0.2580 2.7439  0.824
S -3.6715 1.8268 0.1239  0.174
S -4.7709 5.0978 0.3886  0.345
O -1.1436 -1.3987 0.5707  -0.060
C -0.2519 -0.4714 0.4055  -0.406
O -0.8544 0.6966 0.5822  -0.087
C 1.1049 -0.6487 0.0716  -0.091
C 1.5987 -1.9480 -0.1626  0.130
C 2.9202 -2.0782 -0.4992  -0.058
C 3.7724 -0.9876 -0.6132  0.171
C 3.2535 0.2774 -0.3693  -0.062
C 1.9411 0.4793 -0.0359  0.119
N 4.1477 1.4675 -0.4761  -0.336
O 5.2542 1.2590 -0.8905  0.163
O 3.6013 2.5380 -0.3300  0.112
N 3.4576 -3.4483 -0.7598  -0.339
O 4.6227 -3.5122 -1.0442  0.159
O 2.6740 -4.3533 -0.6001  0.128
H 0.9820 -2.8343 -0.0825  0.151
H 4.8136 -1.1225 -0.8850  0.159
H 1.5920 1.4864 0.1462  0.144
Cl -5.8227 0.5568 -2.5416  0.395
Ge -5.3424 0.3894 -0.5484  -0.363
Cl -3.9112 -1.3192 -0.2752  0.471
Cl -6.8366 0.2858 0.8928  0.335


(4)
The following is a DFT calculation (the ωB97M-V functional and the def2-TZVPD basis) of C7H3BrClFIO3S as an isolated structure in a non-equilibrium geometry.

charge: -1
energy above the lowest of the compared OMol25 structures with the same formula, charge and spin: 0.0 kJ/mol

Each line ends with the Löwdin charge.
Element x y z (Å)
C -1.2597 -0.6912 0.2427  -0.046
C -0.5855 -1.0222 -0.9608  -0.024
C 1.0690 0.6583 -0.3849  -0.105
C -0.7970 0.3366 1.0873  -0.252
C 0.6162 -0.4122 -1.2167  -0.181
C 0.4182 0.9805 0.7220  -0.623
C -1.3977 0.6811 2.6199  -1.287
O 1.1009 -1.9227 -3.3086  -0.397
O 1.8087 0.4147 -3.3713  -0.348
O 3.0533 -1.2535 -2.0497  -0.369
F -0.5220 1.1164 3.4689  -0.142
S 1.7816 -0.8038 -2.6258  0.411
Cl 1.0894 2.2378 1.7120  0.719
Br -2.2104 -0.8306 3.4035  0.706
I -2.9865 2.2090 2.3928  0.714
H -2.1548 -1.1298 0.4760  0.058
H -1.0028 -1.6980 -1.5393  0.060
H 1.9792 1.1294 -0.6679  0.106


(5)
The following is a DFT calculation (the ωB97M-V functional and the def2-TZVPD basis) of C7H3Cl3IrO7 as an isolated structure in a non-equilibrium geometry.

charge: 0
energy above the lowest of the compared OMol25 structures with the same formula, charge and spin: 2058.8 kJ/mol
2S+1: 2

Each line ends with the Löwdin charge.
Element x y z (Å)
Ir 0.0000 0.0000 0.0000  1.462
Cl 0.8727 6.9957 0.0000  0.705
C 1.0652 5.2843 0.0000  -0.677
C 2.3281 4.7310 0.0000  -0.122
C 2.4694 3.3365 0.0000  -0.510
Cl 4.1280 2.7728 0.0000  0.689
C 1.3675 2.4227 0.0000  -0.416
O 1.5400 1.1558 0.0000  -0.045
C 0.0867 3.0550 0.0000  -0.263
C -1.2548 2.3438 0.0000  -0.180
O -1.5432 1.1558 0.0000  0.017
C -0.0502 4.4629 0.0000  -0.004
H 3.2085 5.3646 0.0000  0.110
H -2.1026 3.0500 0.0000  0.214
H -1.0351 4.9206 0.0000  0.112
O 0.0000 1.7986 0.0000  -0.310
O -0.9491 -3.7964 -1.2039  -0.285
Cl -0.8663 -2.3521 -1.1055  0.661
O -0.3255 -1.8139 -2.3386  -0.337
O -2.1905 -1.8063 -0.8797  -0.330
O 0.0000 -1.9918 0.0000  -0.491


(6)
The following is a DFT calculation (the ωB97M-V functional and the def2-TZVPD basis) of C7H3HgNO4S as an isolated structure in a non-equilibrium geometry.

charge: +2

Each line ends with the Löwdin charge.
Element x y z (Å)
Hg -0.4212 1.0913 -0.2482  0.904
O 1.9263 -0.0319 -2.8942  0.157
C 1.1933 0.4382 -2.1517  0.022
C -2.9628 0.5475 0.1523  0.006
O -4.0535 0.3230 0.0536  0.178
C 0.0832 2.3344 2.0411  0.000
O 0.4584 2.9939 2.8572  0.176
C -1.1278 3.0444 -0.9535  0.015
O -1.4324 4.0581 -1.4228  0.229
S 2.3081 -2.4188 0.7772  1.134
C 0.7393 -3.0023 0.0837  -0.246
C -0.1850 -1.9659 -0.0847  -0.181
N 0.3665 -0.7897 0.4801  -0.259
C 1.6779 -0.8261 0.8456  -0.452
H 0.4870 -4.0056 -0.1709  0.084
H -1.2244 -1.9130 -0.5129  0.131
H 2.1674 0.1225 1.1483  0.102


(7)
The following is a DFT calculation (the ωB97M-V functional and the def2-TZVPD basis) of one molecule with the formula C7H3N2PS in a non-equilibrium geometry.

charge: 0
energy above the lowest of the compared OMol25 structures with the same formula, charge and spin: 0.0 kJ/mol

Each line ends with the Löwdin charge.
Element x y z (Å)
C -0.4741 0.1277 0.0058  -0.068
C 0.6483 0.9156 -0.0638  -0.045
C -0.1561 -1.2443 0.0587  -0.057
C 2.2976 -2.0870 0.0111  0.065
C 1.8327 0.1488 -0.0535  -0.247
C 1.2013 -1.3777 0.0234  -0.127
C 4.1443 -0.7922 -0.0481  -0.589
N 3.5200 -1.9317 -0.0077  0.076
N 3.0398 0.4554 -0.0779  0.178
P 5.8832 -0.5292 -0.0164  0.415
S 6.1414 1.3954 0.0532  0.073
H -1.4802 0.5070 0.0234  0.109
H 0.6866 1.9855 -0.1284  0.111
H -0.8597 -2.0513 0.1156  0.107


(8)
The following is a DFT calculation (the ωB97M-V functional and the def2-TZVPD basis) of a 2-piece molecular cluster, C7H3N4O4S overall in a non-equilibrium geometry.

charge: -1

Each line ends with the Löwdin charge.
Element x y z (Å)
O -2.9544 -2.3347 2.3769  0.065
N -1.7297 -2.3031 2.1564  -0.374
O -0.8647 -2.7907 2.9388  -0.022
C -1.1748 -1.7089 0.9870  -0.426
C -1.8013 -1.1148 -0.0834  0.037
C -0.7960 -0.6512 -0.9706  -0.234
N -1.0455 0.0865 -2.1614  -0.322
O -0.0725 0.5839 -2.7792  0.054
O -2.2294 0.2099 -2.5414  0.050
C 0.5213 -0.9172 -0.5309  -0.298
S 0.5789 -1.7339 0.9313  1.169
H -2.8697 -1.0059 -0.2166  0.137
H 1.4286 -0.6164 -1.0356  0.087
C 1.9966 2.2750 -0.2369  -0.255
C 3.2970 1.9093 0.0628  -0.399
N 4.4142 1.5763 0.2165  0.029
C 1.2028 2.8979 0.7104  -0.392
N 0.4628 3.4464 1.4413  0.033
H 1.6356 2.1919 -1.2652  0.060


(9)
The following is a DFT calculation (the ωB97M-V functional and the def2-TZVPD basis) of C7H43B3NO15PS as an isolated structure in a non-equilibrium geometry.

charge: 0

Each line ends with the Löwdin charge.
Element x y z (Å)
C 0.1763 1.2765 2.9390  -0.114
C 0.7702 1.0545 1.5370  -0.233
C -0.2322 0.6501 0.4183  -0.181
C -1.6879 0.5225 0.8683  -0.216
C -2.7064 0.3486 -0.2788  -0.057
B -2.5270 -0.9452 -1.1305  -0.495
O -1.3748 -1.2849 -1.8206  0.295
B -1.1131 -2.6461 -1.9858  -0.624
N 0.1618 -3.2525 -1.8678  0.145
C 1.3695 -2.4096 -1.9676  -0.241
C 2.4070 -3.1294 -2.8300  -0.086
O -2.2503 -3.4687 -2.2257  0.255
B -3.1905 -3.1479 -1.2800  -0.698
P -3.7803 -4.4689 0.0251  0.449
S -5.6659 -4.3653 0.5668  0.124
O -3.6157 -1.8547 -1.1883  0.246
H 0.9941 1.4464 3.6422  0.065
H -0.4760 2.1465 2.9429  0.054
H -0.3773 0.4045 3.2883  0.067
H 1.5287 0.2736 1.6278  0.096
H 1.2552 1.9880 1.2563  0.060
H 0.1204 -0.2759 -0.0348  0.093
H -0.2104 1.4261 -0.3539  0.108
H -1.7943 -0.2869 1.5949  0.110
H -1.9716 1.4328 1.3949  0.100
H -2.7328 1.2452 -0.9016  0.102
H -3.6944 0.2742 0.1815  0.112
H 0.2200 -3.8942 -1.0874  0.139
H 1.8044 -2.2791 -0.9744  0.102
H 1.1236 -1.4300 -2.3725  0.118
H 2.7628 -4.0189 -2.3102  0.077
H 1.9089 -3.4823 -3.7365  0.072
H 3.2332 -2.4816 -3.1129  0.044
H -2.8982 -4.2849 1.1102  -0.014
H -3.3767 -5.7100 -0.4916  -0.038
O -0.9896 4.9152 3.3752  -0.060
H -1.3334 5.2533 4.2070  0.033
H -0.4482 5.6291 3.0183  0.003
O 1.6324 3.7711 -0.0749  -0.046
H 2.0705 4.6277 0.0122  -0.008
H 0.8048 3.9675 -0.5261  0.053
O 1.7440 5.9561 2.5608  -0.041
H 2.4675 6.4287 2.9874  0.058
H 2.0379 5.0365 2.5098  0.062
O 5.2427 -1.0876 -3.0323  -0.061
H 5.4712 -0.9303 -3.9521  0.049
H 5.7740 -0.4537 -2.5314  0.007
O -3.9125 -4.4287 3.5771  -0.104
H -4.6258 -4.3209 2.9322  -0.064
H -3.9135 -5.3698 3.7767  0.035
O -4.5765 1.9000 -2.3874  -0.046
H -5.3591 2.3465 -2.7253  0.039
H -4.5793 1.0435 -2.8269  0.040
O -3.6625 -8.2274 0.3453  -0.072
H -4.3568 -7.6789 -0.0368  0.012
H -3.7185 -9.0531 -0.1459  0.036
O -3.7909 0.7842 3.2884  -0.047
H -4.0763 1.1746 4.1198  0.036
H -4.2389 -0.0677 3.2536  0.041
O 4.3705 -2.0559 -0.2290  -0.054
H 4.6359 -1.8280 -1.1302  -0.004
H 4.9237 -1.5082 0.3350  0.032
O 6.2490 1.4834 -1.8132  -0.044
H 5.8208 1.7028 -0.9792  0.049
H 6.5895 2.3219 -2.1395  0.049
O 3.4568 6.2339 0.1204  -0.051
H 2.9665 6.4893 0.9153  0.009
H 3.8664 7.0483 -0.1880  0.055
O 3.4213 4.4908 -2.9139  -0.060
H 2.6025 3.9950 -3.0103  0.032
H 3.2734 5.0382 -2.1348  -0.002


Computed calculated total energy (hartree) in order:
-1806.25901 -1806.27713 -9265.23784 -4324.26706 -2278.97164 -1175.15186 -1117.42804 -1186.55129 -2290.24436